{"formula": "C69H151N7O10", "method": "wB97M-V/def2-TZVPD", "symbols": ["O", "H", "H", "C", "C", "C", "C", "C", "C", "N", "O", "C", "C", "C", "H", "H", "H", "H", "H", "H", "H", "H", "H", "H", "H", "H", "H", "H", "H", "H", "H", "H", "H", "C", "C", "C", "C", "C", "C", "N", "O", "C", "C", "C", "H", "H", "H", "H", "H", "H", "H", "H", "H", "H", "H", "H", "H", "H", "H", "H", "H", "H", "H", "C", "C", "C", "C", "C", "C", "N", "O", "C", "C", "C", "H", "H", "H", "H", "H", "H", "H", "H", "H", "H", "H", "H", "H", "H", "H", "H", "H", "H", "H", "C", "C", "C", "C", "C", "C", "N", "O", "C", "C", "C", "H", "H", "H", "H", "H", "H", "H", "H", "H", "H", "H", "H", "H", "H", "H", "H", "H", "H", "H", "C", "C", "C", "C", "C", "C", "N", "O", "C", "C", "C", "H", "H", "H", "H", "H", "H", "H", "H", "H", "H", "H", "H", "H", "H", "H", "H", "H", "H", "H", "C", "C", "C", "C", "C", "C", "N", "O", "C", "C", "C", "H", "H", "H", "H", "H", "H", "H", "H", "H", "H", "H", "H", "H", "H", "H", "H", "H", "H", "H", "C", "C", "C", "C", "C", "C", "N", "O", "C", "C", "C", "H", "H", "H", "H", "H", "H", "H", "H", "H", "H", "H", "H", "H", "H", "H", "H", "H", "H", "H", "C", "C", "C", "O", "H", "H", "H", "H", "H", "H", "H", "H", "C", "C", "C", "O", "H", "H", "H", "H", "H", "H", "H", "H"], "positions_angstrom": [[2.292493, 3.021335, -0.632085], [1.648083, 3.717705, -0.758725], [1.960553, 2.519695, 0.112495], [-3.754447, -3.570575, 6.587105], [-4.274247, -2.677795, 5.455175], [-5.099687, -1.511445, 6.093495], [-5.436967, -0.354375, 5.128145], [-4.121057, 0.306425, 4.727745], [-3.150967, -0.716565, 3.990685], [-3.179717, -2.050735, 4.701685], [-2.094327, -2.927825, 4.321635], [-3.567177, -0.930565, 2.556125], [-1.712177, -0.078635, 4.153415], [-5.169707, -3.600365, 4.493315], [-4.449147, -4.171505, 7.173935], [-3.165537, -2.965905, 7.276785], [-3.058007, -4.339345, 6.252335], [-6.133057, -1.832305, 6.224965], [-4.651707, -1.079405, 6.988345], [-5.975897, 0.476295, 5.583825], [-5.946667, -0.654055, 4.212445], [-3.700787, 0.840825, 5.579735], [-4.386267, 1.082325, 4.009585], [-4.473087, -1.536715, 2.554775], [-3.612757, 0.001995, 1.993675], [-2.762607, -1.448085, 2.033695], [-1.544137, 0.813545, 3.550195], [-1.468697, 0.121255, 5.196905], [-0.990497, -0.813165, 3.796005], [-5.451197, -3.131475, 3.550445], [-6.172667, -3.708125, 4.906295], [-4.692697, -4.552445, 4.260745], [-1.440077, -2.643235, 4.963945], [2.999313, -3.657105, -5.295925], [1.638303, -3.550105, -4.623525], [0.885893, -4.870995, -4.745715], [1.471573, -5.937955, -3.848445], [1.602083, -5.430755, -2.273015], [2.266343, -4.015185, -2.103855], [1.757113, -3.168035, -3.163955], [1.942873, -1.791625, -2.894445], [1.674403, -3.545275, -0.749845], [3.808763, -4.245005, -1.909025], [0.794563, -2.492125, -5.421865], [3.039713, -4.462445, -6.029345], [3.843853, -4.035535, -4.720045], [3.401353, -2.950575, -6.022075], [-0.148317, -4.701395, -4.446145], [0.877063, -5.272465, -5.759055], [2.467813, -6.108245, -4.256615], [0.962333, -6.898465, -3.927045], [2.227123, -6.139245, -1.729445], [0.612653, -5.512605, -1.823085], [1.892163, -4.353605, -0.051795], [2.096293, -2.692465, -0.218035], [0.611863, -3.409195, -0.951325], [4.232323, -4.927075, -2.646245], [4.263933, -3.269865, -2.082335], [4.057733, -4.545155, -0.891175], [-0.177977, -2.274415, -4.980415], [0.865223, -2.505035, -6.509495], [1.266783, -1.530675, -5.220065], [2.874773, -1.619745, -3.048125], [6.198633, -1.371035, -0.924925], [4.863793, -0.590615, -1.432555], [4.946523, 0.842055, -0.920955], [4.073853, 1.828735, -1.639175], [4.518443, 1.728685, -3.089695], [4.313553, 0.351545, -3.718435], [4.955183, -0.633235, -2.882565], [4.939353, -1.832825, -3.439445], [2.795393, 0.081175, -4.000615], [5.045223, 0.376395, -5.055185], [3.477033, -1.202655, -0.821555], [7.106283, -0.894385, -1.295165], [6.284043, -2.385465, -1.314475], [6.262923, -1.358895, 0.163105], [4.684553, 0.830975, 0.137035], [6.001073, 1.105925, -1.000965], [4.245413, 2.859485, -1.328995], [3.009833, 1.603725, -1.566155], [5.564913, 2.031785, -3.123275], [3.963123, 2.502935, -3.619095], [2.237553, 0.996595, -4.197885], [2.762783, -0.763085, -4.689295], [2.349573, -0.356395, -3.107385], [4.806893, 1.308115, -5.568215], [6.133133, 0.398955, -4.991515], [4.762313, -0.463335, -5.689925], [3.482603, -1.174945, 0.268085], [3.392843, -2.233665, -1.165125], [2.611403, -0.604285, -1.105675], [5.778053, -1.899295, -3.901805], [-2.310757, -3.789095, 3.040765], [-2.432587, -4.749205, 1.882735], [-2.554587, -4.065265, 0.529445], [-1.337827, -3.383815, -0.070435], [-0.257357, -4.519565, -0.111255], [-0.025967, -5.329285, 1.109655], [-1.339987, -5.717165, 1.770505], [-1.088797, -6.460705, 2.827045], [0.788713, -6.592895, 0.638795], [0.901203, -4.410685, 1.944495], [-3.724597, -5.575905, 2.171125], [-3.287297, -3.309695, 3.108865], [-1.567867, -3.002775, 2.906955], [-2.082267, -4.289955, 3.981515], [-2.896647, -4.812015, -0.187125], [-3.349677, -3.320505, 0.565085], [-1.139327, -2.655725, 0.716075], [-1.641187, -2.960645, -1.028035], [0.647993, -4.142595, -0.586995], [-0.662667, -5.212245, -0.848815], [1.859233, -6.399275, 0.570925], [0.703573, -7.357485, 1.410965], [0.422493, -7.067085, -0.271745], [1.875783, -4.293605, 1.470625], [0.448723, -3.421465, 2.013885], [1.253263, -4.901895, 2.851625], [-3.956247, -6.360485, 1.450805], [-4.522327, -4.914115, 2.508395], [-3.592007, -6.140235, 3.094185], [-1.613027, -7.231695, 2.598215], [-0.108197, -1.502705, -0.558765], [0.084283, 0.058085, -0.467645], [-1.261847, 0.756585, -0.277285], [-1.734857, 0.686145, 1.173385], [-0.697357, 1.383975, 1.999915], [0.785793, 0.857765, 1.904845], [1.113393, 0.501575, 0.504015], [2.410503, -0.029495, 0.277735], [1.730823, 1.863495, 2.450645], [0.832093, -0.353785, 2.861175], [0.524373, 0.552045, -1.913665], [0.833173, -1.984875, -0.822245], [-0.911137, -1.780465, -1.241595], [-0.414937, -1.965445, 0.379255], [-1.254267, 1.832945, -0.449025], [-2.030857, 0.367005, -0.944335], [-1.972087, -0.336645, 1.466165], [-2.656327, 1.257395, 1.285955], [-0.972357, 1.248215, 3.045885], [-0.741257, 2.453415, 1.793825], [2.725563, 1.447145, 2.609535], [1.700553, 2.739985, 1.803395], [1.373483, 2.265385, 3.398745], [0.694863, -0.028475, 3.892405], [0.005023, -1.022835, 2.623635], [1.753603, -0.930045, 2.778505], [-0.208217, 0.312865, -2.684515], [1.579413, 0.359315, -2.108175], [0.504733, 1.641425, -1.944755], [2.927673, 0.666645, -0.133985], [3.618743, 6.667205, 5.395965], [2.690093, 7.017065, 4.275445], [3.489003, 8.079955, 3.408195], [2.721263, 8.269325, 2.105815], [2.465843, 6.956115, 1.357585], [1.619243, 5.821285, 2.203735], [2.312053, 5.776275, 3.504455], [1.731733, 4.794905, 4.279365], [0.082393, 6.063775, 2.265315], [1.749383, 4.474605, 1.485465], [1.497893, 7.741415, 4.953655], [3.786013, 7.394395, 6.190525], [4.567473, 6.160395, 5.219515], [3.095623, 5.966865, 6.047105], [3.521083, 9.098315, 3.795495], [4.551253, 7.856685, 3.308785], [3.173393, 8.957395, 1.391515], [1.796873, 8.801585, 2.330075], [3.370553, 6.443415, 1.030855], [1.981363, 7.144405, 0.399495], [-0.340337, 5.151115, 2.685385], [-0.186237, 6.982695, 2.786385], [-0.382967, 6.160015, 1.284355], [2.707693, 4.048365, 1.782215], [0.960563, 3.806155, 1.830475], [1.735673, 4.715955, 0.422605], [1.902783, 8.390595, 5.730015], [0.829543, 7.093225, 5.520445], [0.722783, 8.182425, 4.326915], [2.449643, 4.162465, 4.358195], [-2.794817, 2.418195, -5.092085], [-3.180457, 1.069065, -5.744475], [-2.214067, 0.720865, -6.938755], [-1.910937, -0.754175, -7.126405], [-1.146517, -1.162725, -5.979125], [-1.974777, -0.994355, -4.658495], [-3.083857, 0.013445, -4.653505], [-3.617537, 0.255835, -3.386455], [-2.567067, -2.445125, -4.305405], [-1.002897, -0.562365, -3.486785], [-4.614287, 1.138785, -6.325715], [-2.814727, 3.189655, -5.861865], [-1.760577, 2.347915, -4.755195], [-3.467517, 2.783985, -4.316335], [-2.787347, 0.884035, -7.851355], [-1.330677, 1.356325, -7.001235], [-1.266657, -0.825565, -8.002715], [-2.831167, -1.328735, -7.231955], [-0.147887, -0.727335, -5.943545], [-0.782727, -2.177605, -6.139695], [-2.959337, -2.817515, -5.251745], [-1.799757, -3.135765, -3.955625], [-3.378507, -2.529985, -3.582595], [-1.461477, -0.674495, -2.504325], [-0.137777, -1.223445, -3.435305], [-0.713357, 0.483975, -3.583895], [-4.811527, 0.287545, -6.977315], [-4.551717, 2.075125, -6.880195], [-5.341107, 1.191225, -5.515105], [-4.517927, -0.063785, -3.479975], [-1.956617, 2.284295, 4.505725], [-3.314877, 2.872315, 4.028415], [-3.104007, 4.189905, 3.315875], [-3.822467, 1.885395, 3.205075], [-2.020787, 1.305375, 4.980815], [-1.244947, 2.914175, 5.039465], [-1.387067, 2.152035, 3.585825], [-3.968507, 2.945605, 4.897615], [-3.002437, 5.106835, 3.896405], [-3.904007, 4.266205, 2.579475], [-2.171857, 4.124015, 2.754745], [-4.771567, 1.944075, 3.336865], [-0.643137, 6.009985, -0.516415], [-0.559767, 4.474535, -0.429885], [-1.849957, 3.922545, -1.183895], [0.631153, 3.956715, -1.079905], [-0.525797, 6.483505, -1.491145], [0.120473, 6.463565, 0.115465], [-1.606587, 6.337975, -0.126185], [-0.362997, 4.242105, 0.616715], [-1.940967, 4.260435, -2.216195], [-2.771497, 4.216065, -0.681195], [-1.738207, 2.840565, -1.254155], [0.592013, 4.123365, -2.024515]], "forces_ev_per_a": [[5.65, -3.04, 1.83], [2.36, -0.30, 1.07], [-0.23, -0.47, -0.11], [1.15, -0.10, 0.15], [-1.10, -0.16, -0.88], [-1.93, 0.05, -1.60], [2.45, 0.16, 0.28], [-1.94, -3.21, 0.84], [0.12, 1.13, 2.37], [0.42, 1.71, 1.35], [-1.86, 11.72, 14.08], [-0.07, 0.03, -0.18], [-0.82, -5.14, -0.82], [-0.42, 1.22, 0.78], [-0.70, 0.56, -0.25], [-0.09, 0.15, 0.19], [0.12, 0.05, -0.55], [0.21, -0.97, 1.23], [0.05, -0.35, 0.04], [-0.62, -0.47, 0.39], [-0.29, -0.35, 0.15], [0.22, -0.63, 0.23], [0.02, -4.27, 3.54], [-0.05, 0.22, -0.32], [-1.09, -0.48, 0.53], [-0.66, -0.82, 0.28], [-3.01, -4.75, 2.64], [0.14, -1.04, 0.03], [-0.87, -0.08, 0.48], [0.61, 0.30, -0.19], [0.09, -0.61, 0.64], [-0.20, 0.21, 0.51], [1.73, 0.13, 0.97], [1.66, -1.70, -1.44], [0.37, 1.05, -0.60], [-0.53, -0.48, 1.19], [1.17, 0.86, 1.95], [0.08, -0.91, -2.75], [-0.05, -1.70, 0.65], [-1.47, -0.27, -0.49], [-0.93, -4.34, -0.40], [7.90, 2.54, -2.96], [-0.43, 1.14, -1.08], [3.32, -0.23, 3.46], [-0.90, -0.73, -0.19], [-0.15, 0.66, 0.78], [-0.37, 1.31, 0.77], [-0.21, 0.14, -0.05], [0.07, 0.45, -0.23], [0.35, -0.24, 0.29], [-0.24, 0.12, 0.24], [0.04, -0.08, -0.14], [0.45, 0.21, -0.65], [0.42, 0.10, -0.76], [0.07, -0.29, -0.45], [2.87, 4.93, -2.66], [-0.07, -0.24, 0.10], [0.42, -0.67, 0.00], [-0.20, -0.24, -0.03], [1.80, -2.09, 0.63], [-0.25, -1.03, 0.05], [0.32, -0.12, 0.05], [0.40, -0.95, 0.08], [-1.29, 0.63, -0.29], [-0.09, -1.93, 1.36], [0.73, -0.23, 0.42], [1.53, -0.96, -1.72], [-0.50, 0.51, 0.32], [-0.34, 1.22, -0.72], [0.52, 4.19, 1.52], [-0.28, -3.14, -1.19], [1.81, 0.70, 0.82], [0.08, 0.20, -0.63], [5.30, -2.74, -3.75], [-0.15, 0.52, -0.13], [-0.48, -0.15, 0.26], [-0.17, -0.21, 0.04], [0.44, -0.14, 0.30], [0.07, 0.52, 0.09], [-0.06, -0.48, 0.25], [0.60, 0.02, -0.28], [0.26, -0.18, -0.19], [-0.06, -0.18, -0.58], [0.10, -0.13, -0.76], [-0.26, 0.84, -0.64], [0.55, 2.68, -1.23], [-0.32, -0.06, -0.21], [0.13, -0.16, 0.45], [-0.03, 0.00, -0.10], [1.69, -1.39, -0.63], [0.48, 1.08, 0.29], [1.58, -2.01, -2.08], [0.18, -0.37, -0.17], [-0.01, -5.25, -7.58], [-0.47, -1.23, -0.75], [-1.22, -0.53, -0.93], [-2.53, -4.88, 3.30], [-6.69, -2.85, 0.34], [-0.14, 0.35, 0.16], [1.68, 2.26, -4.99], [-0.05, -2.19, 3.34], [-0.80, -0.16, 1.39], [0.47, -1.05, 0.63], [0.77, -0.06, 0.70], [-0.27, -0.51, -0.75], [1.07, -1.14, -3.78], [0.01, -4.72, -2.18], [-0.23, -0.28, -0.15], [-0.38, 0.09, 0.31], [-1.70, -2.01, 0.02], [-0.03, -0.92, 0.63], [-4.62, -6.72, 3.57], [-0.74, -0.12, -0.11], [-0.05, 0.22, -0.25], [0.01, -0.03, 0.18], [-0.09, 0.35, -0.07], [-0.28, 0.12, 0.01], [0.14, -0.09, 0.70], [-0.80, 0.38, 0.74], [-0.32, 0.51, -0.50], [-0.30, -0.13, -1.21], [0.49, -0.14, 0.30], [0.25, -0.62, 0.73], [1.81, 4.58, 0.27], [0.69, -0.24, -2.47], [-0.27, 0.12, 1.63], [0.52, 0.16, -1.10], [2.21, -0.03, -1.21], [-1.18, -1.99, 0.00], [-1.57, 2.24, 0.80], [-6.45, 4.67, 6.24], [0.18, 0.40, -0.22], [0.29, -0.46, -0.78], [1.08, 1.51, 2.97], [-1.24, 1.91, -0.37], [1.21, 1.34, 0.06], [2.43, 3.14, -1.04], [0.93, -0.82, -0.03], [0.16, -0.26, -0.15], [1.17, 0.76, -0.29], [0.00, 0.02, -0.16], [3.89, 1.19, -4.13], [0.14, 0.21, -0.28], [0.12, 0.08, -0.19], [1.02, -2.41, 0.63], [-0.11, -0.19, 0.31], [0.33, -0.02, -0.04], [0.48, -0.23, -0.28], [0.21, 0.18, -0.10], [3.59, 0.63, 3.76], [-1.06, -0.18, 0.17], [-0.03, 0.49, 0.51], [-0.09, 0.82, 0.09], [-0.07, -1.87, 2.27], [-0.10, 1.49, -0.10], [-1.17, -0.24, -0.95], [0.18, -0.50, -0.94], [-1.31, -1.36, 0.79], [0.51, 2.06, -0.79], [1.34, 1.60, -1.40], [-0.46, -0.49, 1.05], [0.43, 0.38, 0.56], [0.78, 3.11, 0.90], [-0.67, -0.60, 0.42], [0.17, 0.93, -0.77], [0.03, 0.27, -0.77], [-0.25, -0.62, -0.09], [-0.34, -0.23, 1.08], [-0.12, -0.70, -0.36], [0.59, 0.04, 0.11], [-0.38, -0.36, 0.16], [0.43, 0.14, 0.46], [-0.44, 0.12, 0.08], [-0.19, 0.40, 0.69], [-0.10, -0.23, 0.43], [0.47, -0.16, 1.90], [0.06, 0.20, -0.48], [-0.19, 1.27, -0.47], [0.10, -0.10, 1.01], [-0.20, 0.57, -0.42], [0.45, -0.85, 0.16], [0.71, 0.70, -0.43], [-0.07, -0.33, 0.24], [0.07, 0.08, -1.12], [0.31, -0.49, 1.66], [-1.79, 0.10, -0.63], [-0.08, 1.76, -0.61], [-1.12, -0.31, 0.41], [0.19, -0.74, 2.83], [0.83, -1.46, -3.51], [0.25, 0.59, -0.34], [0.15, 0.87, -0.88], [-2.96, -2.53, -3.11], [1.22, 0.22, 0.65], [0.08, 0.15, -0.18], [-0.07, 0.06, 0.34], [0.06, -0.47, 0.20], [-0.14, 1.05, -0.03], [0.15, -0.17, 0.37], [-0.35, -0.29, -0.39], [-0.02, -0.05, -0.22], [-0.73, 1.34, -0.02], [-2.67, 0.69, -0.57], [-0.10, -0.31, -0.02], [0.27, 0.09, -0.09], [0.02, 0.66, 0.14], [-0.55, 0.10, -0.63], [0.04, 0.38, -0.21], [-1.53, -0.35, -2.72], [-0.09, 0.08, 0.04], [-0.80, -0.07, -0.28], [-0.15, 0.12, -0.15], [-0.19, -0.13, 0.24], [-0.58, 2.86, 0.79], [2.72, 1.11, 2.53], [-0.08, -0.11, -0.85], [0.94, 4.88, -6.07], [-0.79, 3.20, 0.62], [-0.62, 0.76, 0.56], [-0.99, 2.09, 1.41], [-0.23, 0.38, 0.11], [-0.33, -0.27, 0.38], [-0.10, 0.50, -0.02], [-0.01, -0.09, -0.20], [-0.63, 1.11, -1.64], [0.52, 0.30, -0.58], [-1.33, 1.40, -2.32], [1.27, -0.32, 0.90], [-9.66, 4.14, -2.80], [-0.14, -0.61, -0.47], [0.04, 0.12, -1.36], [-0.08, 0.01, 0.02], [-0.98, -0.55, -0.38], [0.42, 0.49, 0.01], [0.09, -0.19, 0.19], [-0.69, 0.65, -0.22], [-0.19, 0.01, -0.39]], "fmax_ev_per_a": 18.415, "gap_ev": 6.69, "relative_energy_kcal_mol": 1158.6, "e_lumo_ev": 0.3097}